No. 1
The following is a quantum chemistry calculation of a structure of composition C16H48BF4KO8 at a distorted geometry, from the Open Molecules 2025 dataset.

Results
LUMO energy = -0.88 eV
strongest force on any atom = 2.1 eV Å⁻¹
relative energy (zero: lowest compared OMol25 entry of this formula, charge and spin) = 1.580 eV
gap between HOMO and LUMO = 8.6543 eV
HOMO energy = -9.53 eV

```
! RIJCOSX wB97M-V def2-TZVPD def2/J DEFGRID3
* xyz 0 1
K -4.002 1.195 -0.888
B -0.673 -0.654 -0.317
F -0.426 0.373 -1.269
F 0.446 -0.657 0.490
F -1.858 -0.401 0.287
F -0.783 -1.792 -1.069
C -2.189 1.201 -5.686
C -1.691 0.350 -4.486
O -1.850 1.197 -3.324
H -1.521 2.019 -5.957
H -3.048 1.741 -5.282
H -2.504 0.735 -6.619
H -0.641 0.136 -4.691
H -2.191 -0.619 -4.459
H -1.382 0.781 -2.587
C 0.339 -3.885 3.356
C -0.950 -3.348 2.748
O -0.902 -3.317 1.343
H 0.450 -3.595 4.401
H 1.218 -3.691 2.742
H 0.239 -4.973 3.378
H -1.113 -2.304 3.035
H -1.856 -3.863 3.069
H -0.435 -2.504 1.135
C 0.420 -3.419 -3.375
C 1.779 -2.681 -3.241
O 2.914 -3.562 -3.405
H 0.411 -3.700 -4.431
H -0.378 -2.693 -3.236
H 0.334 -4.346 -2.812
H 1.876 -2.151 -2.293
H 1.935 -2.019 -4.095
H 3.677 -3.067 -3.096
C 4.459 -3.086 1.336
C 3.328 -2.322 0.727
O 2.908 -1.297 1.598
H 4.217 -3.866 2.058
H 5.183 -2.432 1.826
H 5.117 -3.581 0.619
H 2.540 -3.049 0.512
H 3.630 -1.921 -0.244
H 2.258 -0.721 1.184
C -1.338 4.944 0.145
C -1.009 3.800 -0.749
O -2.117 3.474 -1.588
H -1.717 5.715 -0.528
H -0.453 5.313 0.664
H -2.088 4.773 0.918
H -0.698 2.903 -0.208
H -0.143 4.101 -1.342
H -1.893 2.804 -2.245
C 0.192 1.147 3.385
C 0.488 0.347 4.656
O 1.795 0.594 5.105
H 0.298 2.225 3.491
H -0.810 0.878 3.044
H 0.853 0.725 2.626
H 0.239 -0.687 4.404
H -0.221 0.641 5.431
H 2.441 0.046 4.652
C -3.530 2.913 3.600
C -4.187 1.597 3.215
O -3.766 1.319 1.865
H -2.471 2.869 3.349
H -3.635 3.135 4.663
H -4.012 3.784 3.155
H -5.270 1.705 3.288
H -3.845 0.747 3.805
H -3.693 0.365 1.772
C 2.371 1.900 -3.009
C 2.796 1.148 -1.722
O 1.918 1.632 -0.689
H 2.498 2.977 -2.896
H 1.337 1.733 -3.315
H 2.899 1.677 -3.940
H 3.815 1.347 -1.394
H 2.560 0.086 -1.811
H 1.111 1.112 -0.781
*
```

No. 2
The following is a quantum chemistry calculation of a cluster of 3 separate species, C21H44N6O5P2S in total at a distorted geometry, from the Open Molecules 2025 dataset.

Results
LUMO energy = 0.31 eV
strongest force on any atom = 6.4 eV Å⁻¹
SMILES string = O=C1O[C@@H](S)[C@@H](c2ccccc2)O1.CN(C)P(=O)(N(C)C)N(C)C.CN(C)P(=O)(N(C)C)N(C)C
gap between HOMO and LUMO = 8.2140 eV
HOMO energy = -7.91 eV

```
! RIJCOSX wB97M-V def2-TZVPD def2/J DEFGRID3
* xyz 0 1
O -4.894 -1.686 2.198
C -3.870 -2.188 1.919
O -3.658 -3.556 2.053
C -2.424 -3.766 1.384
S -2.929 -3.792 -0.380
C -1.694 -2.473 1.860
C -0.385 -2.441 1.144
C -0.204 -1.814 -0.082
C 1.043 -1.876 -0.691
C 2.098 -2.557 -0.114
C 1.913 -3.170 1.121
C 0.677 -3.112 1.744
O -2.736 -1.561 1.495
H -1.836 -4.652 1.592
H -1.796 -4.140 -1.014
H -1.675 -2.606 2.943
H -1.031 -1.296 -0.545
H 1.157 -1.387 -1.651
H 3.074 -2.632 -0.575
H 2.707 -3.721 1.607
H 0.513 -3.584 2.706
O 4.426 -1.274 -2.583
P 5.415 -1.186 -3.710
N 4.421 -0.550 -4.955
C 4.140 -1.150 -6.241
C 3.746 0.711 -4.684
N 5.725 -2.862 -3.917
C 5.794 -3.557 -5.188
C 5.213 -3.764 -2.890
N 6.910 -0.826 -4.528
C 8.077 -1.071 -3.637
C 7.082 0.533 -5.070
H 5.046 -1.480 -6.756
H 3.675 -0.427 -6.913
H 3.455 -2.001 -6.156
H 4.425 1.569 -4.794
H 3.348 0.736 -3.667
H 2.905 0.869 -5.357
H 4.799 -3.781 -5.590
H 6.320 -4.508 -5.067
H 6.364 -3.003 -5.931
H 4.136 -3.946 -3.005
H 5.391 -3.365 -1.895
H 5.730 -4.724 -2.944
H 8.087 -0.384 -2.786
H 9.007 -0.951 -4.192
H 8.060 -2.088 -3.251
H 6.927 1.310 -4.316
H 6.409 0.715 -5.904
H 8.091 0.639 -5.468
O -2.972 3.838 4.654
P -4.242 3.270 4.090
N -4.631 4.466 2.921
C -5.837 5.260 2.854
C -3.629 4.751 1.906
N -5.220 3.372 5.498
C -6.587 3.853 5.540
C -4.547 3.688 6.753
N -5.334 2.083 3.439
C -5.138 0.760 4.092
C -5.286 1.830 1.988
H -6.743 4.652 2.939
H -5.920 5.763 1.890
H -5.861 6.036 3.628
H -3.621 3.987 1.115
H -2.627 4.787 2.339
H -3.802 5.715 1.430
H -6.640 4.948 5.531
H -7.078 3.510 6.456
H -7.188 3.458 4.723
H -4.313 4.756 6.835
H -3.623 3.125 6.855
H -5.182 3.410 7.598
H -4.152 0.346 3.866
H -5.894 0.053 3.758
H -5.231 0.841 5.174
H -4.282 1.575 1.639
H -5.647 2.689 1.424
H -5.951 1.003 1.742
*
```

No. 3
The following is a quantum chemistry calculation of a cluster of 2 separate species, C4H7ClO2 in total at a distorted geometry, from the Open Molecules 2025 dataset.

Results
LUMO energy = 0.73 eV
strongest force on any atom = 4.0 eV Å⁻¹
SMILES string = CC(C)=O.O=CCl
relative energy (zero: lowest compared OMol25 entry of this formula, charge and spin) = 1.103 eV
gap between HOMO and LUMO = 10.6428 eV
HOMO energy = -9.91 eV

```
! RIJCOSX wB97M-V def2-TZVPD def2/J DEFGRID3
* xyz 0 1
C -2.806 -0.287 0.232
C 0.986 1.216 0.573
C 1.383 -0.866 -1.004
C 0.856 -0.353 0.357
O -3.526 -0.523 -0.683
O 0.171 -1.015 1.111
Cl -2.550 1.241 1.022
H -2.103 -1.112 0.780
H 1.266 1.474 1.552
H 0.074 1.556 0.246
H 1.796 1.561 -0.046
H 1.984 -0.006 -1.527
H 2.110 -1.761 -1.202
H 0.358 -1.125 -1.410
*
```

No. 4
The following is a quantum chemistry calculation of a cluster of 11 separate species, C5H31N2O11 in total at a distorted geometry, from the Open Molecules 2025 dataset.

Results
LUMO energy = 2.70 eV
strongest force on any atom = 11.0 eV Å⁻¹
relative energy (zero: lowest compared OMol25 entry of this formula, charge and spin) = 4.285 eV
gap between HOMO and LUMO = 9.4015 eV
HOMO energy = -6.70 eV

```
! RIJCOSX wB97M-V def2-TZVPD def2/J DEFGRID3
* xyz -1 1
C 0.658 -1.109 2.873
O 1.255 -1.283 1.569
C -0.780 -1.724 2.710
C -1.565 -1.855 1.418
C -2.095 -0.560 0.897
N 0.026 0.152 -1.493
C -1.334 -0.071 -1.412
N -2.200 -0.400 -0.540
H 1.139 -1.937 3.428
H 0.785 -0.083 3.242
H -1.454 -0.948 3.166
H -0.848 -2.666 3.327
H -0.978 -2.120 0.612
H -2.412 -2.660 1.643
H -1.494 0.262 1.417
H -3.177 -0.467 1.171
H 0.536 0.436 -0.715
H 0.315 0.650 -2.293
H -1.805 0.344 -2.353
H -2.460 -3.836 -1.778
H -2.888 -2.750 -0.935
O -3.237 -3.428 -1.486
H 1.469 -2.365 -3.075
H 1.290 -3.616 -2.423
O 1.423 -3.351 -3.347
H 0.640 3.321 -2.368
H 1.746 2.441 -1.897
O 1.415 2.887 -2.721
H -0.119 4.177 0.641
H -1.307 3.438 0.671
O -1.013 4.188 0.292
H -0.478 1.312 1.316
H 0.707 1.906 0.303
O -0.251 1.929 0.811
H 2.846 1.908 1.359
H 2.327 2.561 0.015
O 1.919 1.883 -0.412
H 1.839 -0.671 1.419
H 1.730 2.356 2.186
O 2.662 2.223 2.299
H -3.247 2.403 -1.446
H -3.441 1.051 -1.496
O -3.831 1.792 -1.871
H 3.770 -0.354 -1.544
H 2.873 0.686 -0.784
O 3.339 -0.257 -0.739
H 1.181 -1.823 -0.250
H 2.684 -1.688 -0.579
O 1.839 -2.281 -0.827
*
```